Density functional theory data (wB97M-V/def2-TZVPD) for C15H46F5GaN17O9 as an isolated structure.

```
93
Properties=species:S:1:pos:R:3:forces:R:3:mulliken_charge:R:1
C -0.035507 1.060393 2.152036 -0.53 -0.39 0.25 -0.664
O -0.878556 0.073137 1.612236 0.16 -0.07 -0.17 -0.449
C -2.099847 0.603617 1.048885 -0.36 -0.02 0.33 -0.263
Ga -3.628821 0.954381 2.387216 0.19 -0.14 -0.13 -0.046
N -4.572179 -0.722778 2.749004 0.49 0.25 0.33 -0.377
C -2.947313 1.721988 4.168658 -0.49 0.03 -0.27 -0.966
C -3.723791 1.231006 5.390796 0.60 0.13 0.02 -0.691
C -3.562295 -0.255090 5.742393 -0.32 0.27 0.30 -0.677
C -2.169749 -0.795830 5.617456 0.28 -0.23 -0.38 0.930
F -1.751541 -0.949277 4.331977 -0.09 0.13 0.71 -0.223
F -1.265202 0.025210 6.243493 -0.13 -0.03 -0.08 -0.390
C -1.986737 -2.207929 6.305790 0.28 -0.31 -0.19 0.522
F -3.042700 -2.562182 7.066998 0.41 0.10 -0.12 -0.286
F -1.842777 -3.185238 5.374789 -0.03 0.37 0.52 -0.261
F -0.886774 -2.241530 7.094705 -0.60 -0.14 -0.36 -0.307
H 0.237178 0.754420 3.162973 0.22 -0.02 0.17 0.164
H -0.570031 2.003666 2.244979 0.05 0.28 -0.04 0.305
H 0.857291 1.189074 1.545582 0.16 0.16 -0.18 0.284
H -1.873296 1.495668 0.456055 0.14 0.13 -0.13 0.311
H -2.439028 -0.149555 0.337208 -0.06 -0.15 -0.13 0.002
H -4.715479 1.969803 1.708962 0.06 0.20 0.02 -0.425
H -5.446679 -0.476165 3.201686 -0.20 -0.13 -0.06 0.095
H -4.836858 -1.139199 1.866987 -0.18 -0.09 -0.14 0.143
H -1.880715 1.604070 4.325375 0.25 -0.16 -0.01 0.376
H -3.105557 2.800503 4.100794 -0.05 0.18 -0.02 0.637
H -3.427211 1.797799 6.279258 0.04 0.09 0.17 0.477
H -4.782407 1.429969 5.251786 -0.28 -0.13 -0.02 -0.094
H -4.248390 -0.870197 5.171576 0.13 -0.22 -0.41 0.357
H -3.833092 -0.382944 6.789862 -0.05 -0.02 0.15 0.487
C 3.838150 2.219494 0.334441 0.10 0.10 0.03 0.678
O 2.665862 2.243127 0.009707 0.10 0.03 -0.05 -0.631
N 4.284027 1.519334 1.427613 -0.06 -0.09 -0.20 -0.309
N 4.810378 2.884191 -0.367374 -0.15 0.11 0.14 -0.402
H 5.242437 1.481868 1.714834 0.00 0.03 0.12 0.207
H 3.603041 1.024793 1.975092 0.02 -0.05 0.03 0.149
H 4.529116 3.376637 -1.198553 0.07 -0.20 -0.19 0.220
H 5.778246 2.873338 -0.113857 0.02 -0.04 0.05 0.126
C 3.876600 2.919066 -4.292755 -0.21 -0.06 0.09 0.624
O 4.618380 3.134401 -3.342053 0.11 0.07 -0.11 -0.709
N 4.133821 1.967031 -5.230851 -0.13 0.16 0.07 -0.274
N 2.719923 3.622333 -4.479181 0.15 0.12 -0.06 -0.354
H 3.543654 1.769295 -6.025688 0.23 0.00 0.10 0.236
H 4.970614 1.431947 -5.110299 0.05 -0.02 0.02 0.145
H 2.482290 4.308092 -3.788705 -0.05 -0.04 0.08 0.209
H 2.089061 3.451518 -5.237629 -0.03 -0.08 0.01 0.167
C 5.814112 -1.730875 2.234162 -0.20 -0.07 -0.25 0.605
O 5.322965 -0.920694 2.995904 0.13 0.07 0.18 -0.607
N 5.904188 -1.501171 0.887275 0.17 0.06 0.08 -0.310
N 6.296732 -2.941366 2.660436 0.09 0.07 0.02 -0.420
H 6.288163 -2.158102 0.237205 -0.03 -0.06 0.00 0.160
H 5.507213 -0.644527 0.543516 -0.15 0.02 0.00 0.199
H 6.226496 -3.140291 3.639590 -0.03 0.01 0.03 0.219
H 6.691183 -3.627752 2.048208 -0.03 -0.01 -0.04 0.148
C -8.015500 1.948663 5.563193 0.15 0.16 -0.08 0.697
O -7.581375 0.940891 5.051834 -0.07 -0.14 0.10 -0.584
N -7.881433 2.213295 6.906126 -0.13 -0.04 0.00 -0.400
N -8.664637 2.917567 4.839895 -0.14 -0.07 0.07 -0.425
H -8.218942 3.046945 7.344728 0.02 0.05 -0.03 0.146
H -7.393111 1.532675 7.455128 0.07 -0.02 -0.02 0.220
H -8.748201 2.763891 3.852860 0.09 0.00 -0.05 0.229
H -9.017157 3.765680 5.236709 0.05 0.04 0.02 0.142
C 4.213511 0.182718 -8.556725 -0.07 -0.10 -0.03 0.684
O 3.645004 0.974547 -7.818600 -0.04 -0.04 -0.20 -0.703
N 4.416240 0.438669 -9.879962 0.03 0.00 0.09 -0.398
N 4.701354 -1.009494 -8.103938 0.03 0.05 0.02 -0.396
H 4.897371 -0.184395 -10.502844 0.11 0.08 -0.02 0.152
H 4.068802 1.307636 -10.239856 -0.03 0.01 -0.03 0.205
H 4.560267 -1.227300 -7.135629 -0.04 -0.01 0.02 0.208
H 5.174772 -1.670108 -8.689652 0.00 0.00 -0.04 0.176
C 7.878576 1.657057 -10.746618 -0.01 0.03 0.05 0.588
O 7.262734 0.943931 -11.524350 -0.01 -0.05 0.00 -0.636
N 9.106401 2.176995 -11.054378 -0.03 -0.03 0.00 -0.398
N 7.390199 1.988219 -9.516630 0.02 -0.04 -0.03 -0.279
H 9.629473 2.764595 -10.434931 -0.01 0.02 0.03 0.163
H 9.487673 1.950280 -11.952310 0.00 -0.01 -0.04 0.224
H 6.490443 1.618025 -9.270893 -0.08 0.00 0.01 0.168
H 7.875056 2.569472 -8.860686 0.03 0.02 -0.01 0.163
C -5.059172 -4.901636 3.151723 0.19 0.03 0.22 0.548
O -5.660619 -3.914110 2.793700 -0.24 -0.21 -0.28 -0.569
N -3.965384 -4.836382 3.970329 -0.13 -0.05 -0.05 -0.287
N -5.430951 -6.178116 2.770849 0.03 0.04 0.00 -0.426
H -3.463542 -5.641555 4.288458 0.03 -0.01 -0.01 0.145
H -3.649125 -3.921937 4.239824 0.02 0.09 -0.08 0.208
H -6.231625 -6.258760 2.175699 -0.04 0.03 -0.02 0.234
H -4.946641 -7.005635 3.057738 0.04 0.00 0.02 0.136
C -4.536363 -2.056360 -1.515515 0.30 -0.13 0.35 0.695
O -5.267647 -1.212036 -1.049515 -0.23 0.14 -0.24 -0.586
N -4.071647 -2.006848 -2.811734 -0.15 -0.09 -0.05 -0.440
N -4.098353 -3.123356 -0.775608 -0.19 -0.06 -0.12 -0.341
H -3.450256 -2.685620 -3.204197 0.06 0.00 0.05 0.136
H -4.357410 -1.223775 -3.365645 0.02 0.07 0.02 0.215
H -4.394315 -3.160640 0.184827 0.02 0.05 0.10 0.204
H -3.473067 -3.822169 -1.123953 0.09 0.05 0.00 0.136
```
Positions in Å, forces in eV/Å.

Output
* F_max: 0.7 eV/Å
* HOMO level: -0.1144 hartree
* LUMO energy: 0.0479 Ha
* total energy: -126032.21742 eV
* total charge: -1
* HOMO-LUMO gap: 0.1622 Eh